DFT (ωB97M-V with the def2-TZVPD basis set) results for a cluster of 8 separate species, C23H54N7O8 in total at a distorted geometry.

Geometry as XYZ:
```
92
Properties=species:S:1:pos:R:3:forces:R:3:mulliken_charge:R:1
C 1.494 -1.065 -0.252 0.7 -1.4 2.1 -0.163
C 0.446 -0.155 -0.675 -2.7 -0.2 -2.9 1.321
O -0.641 -0.780 -1.287 0.7 0.0 0.2 -0.959
H 0.904 -1.678 0.430 0.5 -0.7 0.3 -0.372
H 2.253 -0.546 0.334 0.3 0.1 0.2 0.264
H 2.026 -1.738 -0.924 -0.4 0.3 -0.6 0.281
H 0.921 0.522 -1.386 0.1 1.3 -0.2 -0.164
H -0.005 0.341 0.184 0.7 1.0 0.8 -1.167
C -2.554 -4.002 2.398 -0.6 -4.2 1.5 0.249
O -3.017 -4.910 3.187 1.0 3.5 -2.0 -0.721
N -2.870 -2.733 2.245 1.1 2.3 -0.1 0.175
C -2.033 -1.877 1.389 0.0 -0.1 -0.7 -0.807
C -3.678 -2.026 3.223 -0.9 -1.2 -0.8 -0.997
H -1.783 -4.310 1.674 -0.1 0.0 0.0 0.281
H -1.269 -1.271 1.875 0.0 -0.1 0.8 0.247
H -2.651 -1.143 0.872 -0.1 -0.4 -0.3 0.464
H -1.483 -2.461 0.651 -0.3 0.1 -0.2 0.090
H -4.589 -2.617 3.125 -0.3 0.0 1.5 0.393
H -3.145 -2.033 4.173 -0.6 0.1 0.2 0.287
H -4.006 -1.036 2.907 0.7 0.1 -0.2 0.280
C 1.381 3.188 4.131 0.7 -3.4 2.3 0.101
O 1.619 2.046 4.624 -0.3 2.6 -1.0 -0.638
N 1.319 3.488 2.863 -0.6 2.4 -1.6 0.248
C 0.626 4.763 2.521 1.3 -0.5 -1.1 -0.931
C 1.743 2.723 1.720 0.6 -0.9 -0.2 -0.853
H 1.205 4.086 4.744 -0.2 -0.3 0.4 0.303
H -0.323 4.478 2.067 -0.3 0.6 0.6 0.178
H 1.147 5.269 1.708 0.4 -0.3 -0.1 0.243
H 0.683 5.503 3.318 -0.8 -0.5 0.3 0.395
H 0.921 2.259 1.175 -0.2 0.1 0.0 0.255
H 2.290 3.366 1.029 -0.2 0.1 0.1 0.284
H 2.415 1.918 2.016 -0.1 0.0 0.3 0.356
C 3.191 -2.612 1.956 0.3 0.4 -0.9 0.015
O 3.453 -3.197 0.892 -0.8 0.5 2.1 -0.576
N 2.082 -2.630 2.724 -0.4 -0.6 -0.1 0.396
C 2.016 -2.027 4.043 0.5 0.5 -0.3 -1.011
C 0.942 -3.474 2.428 0.4 0.2 -0.4 -0.621
H 3.816 -1.835 2.421 0.8 -0.2 -0.4 0.286
H 2.040 -2.813 4.798 -0.4 0.1 0.2 0.325
H 1.150 -1.368 4.099 -0.3 -0.4 0.2 0.291
H 2.834 -1.340 4.259 0.4 -0.2 -0.3 0.368
H 0.910 -3.613 1.347 0.0 -0.3 0.1 -0.040
H 1.055 -4.412 2.971 -0.4 -0.2 -0.1 0.451
H 0.035 -2.944 2.717 0.0 -0.2 0.1 0.197
C -0.472 -4.513 -1.584 0.3 0.6 -1.3 0.279
O -1.513 -4.202 -2.129 0.0 -0.5 0.6 -0.619
N -0.172 -5.747 -1.099 2.0 2.5 -1.4 0.145
C 1.161 -6.092 -0.660 -0.1 1.1 0.9 -0.830
C -1.092 -6.739 -1.096 -2.5 -3.2 0.9 -1.028
H 0.375 -3.812 -1.558 0.0 0.1 0.3 0.220
H 1.149 -6.346 0.400 -0.1 -0.1 0.3 0.322
H 1.723 -5.160 -0.727 0.5 -0.3 -0.1 0.257
H 1.657 -6.934 -1.142 -0.3 0.1 -0.6 0.302
H -2.062 -6.688 -1.592 0.3 1.3 -0.3 0.313
H -0.686 -7.645 -1.546 0.3 -0.4 0.5 0.301
H -1.332 -6.828 -0.037 -0.4 -1.3 0.2 0.344
C 0.817 5.353 -1.086 1.6 -0.8 0.4 0.055
O 1.856 4.823 -0.648 -1.3 0.9 -0.6 -0.654
N 0.114 4.880 -2.119 0.9 0.7 0.0 0.281
C 0.639 3.739 -2.856 0.5 -0.1 0.2 -1.186
C -1.173 5.419 -2.475 -0.1 -1.3 -0.8 -0.868
H 0.436 6.298 -0.669 -0.2 -0.1 0.1 0.328
H 0.409 2.844 -2.277 -0.1 -0.4 -0.5 0.475
H 1.720 3.794 -2.976 0.1 0.2 0.7 0.319
H 0.343 3.722 -3.904 -0.9 -0.1 0.3 0.356
H -1.392 6.384 -2.019 0.1 -0.2 -0.1 0.281
H -1.187 5.392 -3.564 -0.2 0.8 -0.1 0.322
H -1.904 4.652 -2.221 -0.5 0.4 0.4 0.305
C 0.893 1.189 -6.449 1.1 0.4 0.6 0.154
O 1.229 1.760 -7.488 -0.4 -0.8 0.7 -0.648
N 1.695 0.411 -5.659 2.2 -0.6 -1.7 0.108
C 1.330 -0.225 -4.384 0.3 1.3 -1.4 -0.660
C 3.064 0.013 -6.208 -1.4 0.7 -0.2 -0.978
H -0.077 1.382 -5.966 -0.2 -0.2 -0.1 0.328
H 2.050 0.198 -3.684 -0.5 -0.3 0.6 0.299
H 1.487 -1.299 -4.479 -0.5 0.0 0.3 0.237
H 0.303 0.111 -4.240 0.0 -0.6 0.9 0.208
H 3.931 0.378 -5.657 -0.4 0.3 0.5 0.310
H 3.166 -1.071 -6.260 -0.3 -0.1 0.0 0.310
H 3.128 0.443 -7.207 0.0 -0.2 0.0 0.333
C -3.183 3.809 0.194 -0.8 0.0 2.0 0.118
O -3.270 5.013 0.281 0.2 1.1 -0.6 -0.644
N -2.835 3.037 1.259 -0.1 -2.3 -2.0 0.280
C -2.821 1.536 0.993 -0.4 1.7 2.0 -1.033
C -2.603 3.509 2.608 0.2 1.0 -0.7 -1.201
H -3.596 3.237 -0.651 0.6 -0.1 -0.2 0.424
H -3.378 1.164 1.853 0.3 -0.5 0.2 0.313
H -1.780 1.217 1.042 -0.3 -0.5 -0.5 0.111
H -3.432 1.219 0.148 0.7 0.4 -0.4 0.505
H -2.404 4.579 2.549 -0.2 0.1 -0.1 0.402
H -3.490 3.395 3.231 0.1 -0.4 0.2 0.341
H -1.694 3.094 3.045 -0.3 -0.5 0.1 0.358
```
Positions in Å, forces in eV/Å.

Computed properties:
E_tot	-51534.87602	eV
relative energy (zero: lowest compared OMol25 entry of this formula, charge and spin)	657.8	kJ/mol
net charge	-1
Kohn-Sham gap	0.2100	Ha

=====

DFT (ωB97M-V with the def2-TZVPD basis set) results for a structure of composition C23H55AlN3OP4S at a distorted geometry.

Geometry as XYZ:
```
88
Properties=species:S:1:pos:R:3:forces:R:3:mulliken_charge:R:1
Al -0.525 0.254 -0.200 0.4 1.4 2.4 1.201
P -2.143 2.203 -0.046 -1.5 1.2 -0.6 0.999
P -2.341 -1.322 0.548 -0.8 -1.0 0.3 0.993
P 1.255 1.767 -1.252 1.3 0.3 -1.5 1.080
H -1.200 -4.737 -1.818 0.1 0.3 0.0 0.353
C -0.267 -4.323 -2.200 0.5 -0.6 -0.5 -0.756
C 0.766 -4.030 -1.415 -0.4 0.3 0.1 -0.481
H 0.670 -4.032 -0.330 0.1 -0.2 -0.1 0.390
C -3.182 2.221 -1.561 0.4 -0.3 0.0 -1.324
C -3.511 2.359 1.177 0.1 -0.4 0.6 -1.289
C -1.665 3.977 -0.031 0.8 0.0 0.1 -1.328
C -1.958 -3.098 0.762 0.5 0.0 -0.1 -0.654
C -2.898 -0.886 2.249 0.4 0.3 -0.1 -0.357
C -3.917 -1.360 -0.387 0.4 0.3 -0.4 -1.295
C 2.769 0.837 -1.700 -0.1 -0.8 0.1 -1.473
C 2.109 3.178 -0.422 -0.6 -0.2 0.9 -1.653
C 0.800 2.651 -2.801 -0.9 -0.2 -0.1 -1.237
H -0.146 -4.356 -3.293 -0.2 0.1 0.5 0.321
H 1.737 -3.754 -1.812 -0.1 0.0 0.0 0.301
H -3.865 3.076 -1.480 0.1 -0.2 -0.1 0.476
H -3.755 1.292 -1.638 0.0 0.2 -0.1 0.335
H -2.546 2.332 -2.444 -0.2 0.0 0.0 0.304
H -3.851 3.408 1.156 0.1 -0.6 0.0 0.567
H -3.166 2.128 2.192 -0.2 0.1 -0.2 0.180
H -4.360 1.715 0.907 0.3 0.1 0.2 0.427
H -2.576 4.558 0.187 0.4 -0.2 -0.2 0.592
H -1.261 4.291 -1.002 0.0 -0.1 0.3 0.370
H -0.930 4.180 0.759 -0.2 0.1 -0.2 0.293
H -2.892 -3.607 1.038 0.2 0.2 -0.1 0.558
H -1.254 -3.206 1.598 -0.1 0.0 -0.2 0.305
H -1.532 -3.552 -0.146 -0.2 0.3 0.4 -0.462
H -3.463 -1.731 2.657 0.0 0.0 -0.3 0.530
H -3.536 -0.002 2.244 0.1 -0.2 0.0 0.401
H -2.042 -0.706 2.904 -0.1 0.0 -0.2 -0.487
H -4.460 -2.272 -0.116 0.1 0.2 0.0 0.497
H -3.701 -1.379 -1.461 -0.2 -0.1 0.1 0.408
H -4.535 -0.485 -0.155 0.1 -0.2 -0.1 0.382
H 3.153 1.168 -2.674 -0.2 0.0 0.3 0.526
H 2.566 -0.240 -1.760 0.1 0.3 -0.1 0.268
H 3.534 1.004 -0.936 -0.1 0.0 -0.1 0.474
H 2.758 3.688 -1.146 -0.2 -0.4 -0.1 0.572
H 2.727 2.810 0.403 -0.1 0.1 -0.1 0.381
H 1.376 3.894 -0.040 0.2 0.0 -0.1 0.375
H 1.560 2.473 -3.572 -0.2 0.0 0.3 0.474
H 0.722 3.724 -2.602 0.1 -0.1 0.0 0.476
H -0.164 2.303 -3.192 0.3 0.1 0.0 0.191
C 0.491 -1.340 -5.091 -0.5 -1.0 -1.6 0.296
C -0.003 -0.676 -6.241 -0.1 0.5 0.5 -0.425
C 0.402 -1.052 -7.525 0.3 0.0 -0.1 -0.594
C 1.316 -2.102 -7.698 0.0 -0.2 0.8 -0.402
C 1.699 -2.871 -6.581 -0.3 0.6 0.0 -0.732
C 1.269 -2.498 -5.292 0.3 0.2 -0.1 -0.243
S 0.271 -0.696 -3.449 -0.3 0.5 1.1 -0.205
H -0.942 -1.023 -2.818 0.5 -0.3 -1.2 0.013
H -0.675 0.183 -6.105 0.3 -0.4 -0.2 0.343
H 0.063 -0.506 -8.420 0.1 -0.2 0.7 0.370
H 1.754 -2.310 -8.678 -0.4 0.0 0.3 0.410
H 2.360 -3.730 -6.727 -0.3 0.3 0.2 0.390
H 1.604 -3.062 -4.425 0.0 0.0 -0.2 0.328
C 2.533 -1.606 1.530 -0.3 -0.1 -0.3 -0.944
N 1.981 -1.123 2.797 -0.3 0.3 0.3 0.468
C 2.606 -1.694 3.992 0.2 -0.4 0.8 -1.376
P 0.942 0.133 2.854 1.0 -0.3 1.7 -1.549
O 0.298 0.246 1.460 -0.6 0.3 -1.4 1.244
N -0.220 -0.140 4.009 0.3 0.1 -0.3 -0.089
C -0.868 0.990 4.706 0.2 0.2 0.0 -0.808
C -0.319 -1.413 4.741 -0.1 -0.5 0.1 -1.027
N 1.777 1.496 3.314 -0.9 0.0 -0.7 0.275
C 3.228 1.519 3.556 0.3 0.0 -0.1 -0.901
C 1.234 2.827 3.021 0.3 0.4 0.2 -0.809
H 1.849 -2.335 1.056 0.3 0.3 0.0 0.238
H 3.471 -2.121 1.765 -0.2 0.2 -0.3 0.433
H 2.725 -0.763 0.842 0.0 -0.5 0.2 0.152
H 2.445 -1.105 4.912 -0.1 -0.1 -0.6 0.447
H 2.243 -2.716 4.177 0.1 0.3 0.0 0.386
H 3.690 -1.760 3.852 -0.2 0.1 0.0 0.433
H -1.533 0.568 5.467 0.1 0.2 -0.2 0.469
H -0.126 1.626 5.223 -0.4 -0.2 -0.2 0.282
H -1.480 1.593 4.005 0.3 -0.2 0.4 0.100
H -0.106 -2.274 4.082 0.0 0.4 0.4 0.257
H 0.338 -1.438 5.630 -0.3 0.0 -0.4 0.427
H -1.351 -1.510 5.103 0.2 -0.1 -0.2 0.473
H 3.806 1.437 2.618 -0.1 -0.1 0.4 0.278
H 3.458 2.499 3.998 0.0 -0.4 -0.1 0.430
H 3.534 0.752 4.276 0.0 0.2 -0.3 0.274
H 1.421 3.120 1.980 -0.2 0.0 0.3 -0.069
H 0.175 2.924 3.272 0.1 -0.1 -0.2 0.215
H 1.779 3.537 3.660 -0.4 -0.1 -0.2 0.538
```
Positions in Å, forces in eV/Å.

Computed properties:
E_tot	-85826.62656	eV
net charge	+3
Kohn-Sham gap	0.2020	Ha